Density functional theory data (the ωB97M-V functional and the def2-TZVPD basis) for a molecular structure, C17H21CoN12OS in a non-equilibrium geometry.

Last column: natural (NBO) charge in e.
CARTESIAN COORDINATES (ANGSTROEM)
1 Co 0.41 -0.21 0.72  1.093
2 N 3.05 -0.23 4.15  -0.766
3 C 2.35 -0.41 3.02  0.303
4 S 0.64 -0.17 3.07  -0.275
5 N 3.05 -0.78 1.96  -0.432
6 N 2.30 -0.90 0.86  -0.229
7 C 2.88 -1.27 -0.23  -0.010
8 C 2.08 -1.31 -1.44  0.171
9 C 2.50 -1.97 -2.59  -0.221
10 C 1.66 -2.01 -3.68  -0.134
11 C 0.42 -1.39 -3.61  -0.254
12 C 0.08 -0.75 -2.43  0.051
13 N 0.89 -0.70 -1.37  -0.510
14 H 2.57 0.01 4.99  0.411
15 H 4.04 -0.41 4.16  0.412
16 H 3.94 -1.51 -0.24  0.216
17 H 3.47 -2.45 -2.61  0.236
18 H 1.95 -2.53 -4.59  0.236
19 H -0.27 -1.40 -4.44  0.238
20 H -0.88 -0.26 -2.32  0.208
21 N 0.22 -3.57 0.19  -0.768
22 C -0.99 -3.02 0.04  0.620
23 N -1.97 -3.77 -0.45  -0.568
24 C -3.14 -3.15 -0.60  0.603
25 N -4.15 -3.85 -1.12  -0.753
26 N -3.39 -1.86 -0.26  -0.552
27 C -2.35 -1.23 0.22  0.449
28 N -1.12 -1.72 0.37  -0.633
29 C -2.53 0.16 0.72  0.146
30 C -3.78 0.65 1.05  -0.196
31 C -3.87 1.89 1.66  -0.143
32 C -2.70 2.59 1.92  -0.221
33 C -1.49 2.04 1.53  0.063
34 N -1.40 0.86 0.93  -0.470
35 H 0.31 -4.56 0.05  0.419
36 H 0.93 -3.07 0.71  0.416
37 H -4.04 -4.82 -1.32  0.416
38 H -5.06 -3.42 -1.18  0.415
39 H -4.65 0.04 0.84  0.253
40 H -4.83 2.29 1.95  0.235
41 H -2.72 3.55 2.42  0.236
42 H -0.56 2.56 1.70  0.227
43 C 1.71 5.19 -0.33  -0.428
44 N 1.73 3.94 0.40  -0.613
45 C 1.36 2.74 -0.09  0.799
46 N 0.91 2.70 -1.37  -0.834
47 O 1.41 1.72 0.61  -0.732
48 H 1.97 6.00 0.35  0.233
49 H 0.72 5.40 -0.73  0.203
50 H 2.44 5.20 -1.15  0.199
51 H 2.09 3.92 1.34  0.420
52 H 1.04 3.47 -2.01  0.404
53 H 0.75 1.79 -1.76  0.412

Spin multiplicity ... 2
E_tot ... -86360.326 eV
Charge ... +1
Gap between HOMO and LUMO (alpha / beta) ... 7.4 / 7.4 eV
⟨S²⟩ ... 0.880
Strongest force on any atom ... 0.021 Eh/bohr
E_HOMO (alpha / beta) ... -10.302 / -10.275 eV